56
Properties=species:S:1:pos:R:3:mulliken_charge:R:1 method="wB97M-V/def2-TZVPD" smiles="COC(=O)OC.COC(=O)OC.BrCCBr.BrCCBr.BrCCBr.BrCCBr" total_energy_ha=-21593.734829 e_lumo_ev=0.14 e_above_lowest_kj_mol=135.0 largest_force_ha_per_bohr=0.0728 homo_lumo_gap_ev=10.254 charge=0
Br -3.220 -5.053 -1.823 -0.171
Br 7.929 7.013 7.219 -0.148
Br -8.965 0.339 -7.530 -0.166
Br 3.725 5.927 8.952 -0.171
Br -5.935 1.764 -4.129 -0.150
Br 0.571 -4.150 0.925 -0.167
Br 1.980 2.772 -1.598 -0.147
Br 2.137 4.977 1.397 -0.124
O -0.169 0.183 6.510 -0.272
O -2.249 -0.767 5.980 -0.560
O 2.720 -5.407 -8.599 -0.274
O 1.421 -3.648 -8.599 -0.292
O -1.682 1.443 5.612 -0.280
O 2.727 -3.924 -6.747 -0.571
C -1.390 -4.418 -1.239 -0.540
C 2.374 -4.303 -7.882 0.747
C -7.013 1.790 -5.797 -0.552
C 2.365 3.002 1.275 -0.560
C 3.398 -6.481 -7.961 -0.630
C 5.611 5.906 8.284 -0.684
C -1.433 0.170 6.029 0.736
C -1.317 -4.502 0.324 -0.629
C 0.306 -0.912 7.262 -0.585
C 6.175 7.245 8.049 -0.478
C -8.094 0.620 -5.741 -0.571
C -3.017 1.867 5.314 -0.646
C 1.330 2.388 0.296 -0.620
C 0.891 -2.406 -8.173 -0.678
H 6.227 5.362 9.001 0.387
H 3.517 -7.319 -8.647 0.242
H 1.266 -0.806 7.767 0.222
H 1.123 1.321 0.381 0.366
H -3.402 1.293 4.471 0.302
H 5.547 7.877 7.421 0.375
H -3.709 1.898 6.155 0.284
H 6.376 7.723 9.007 0.332
H 0.449 -1.916 -9.041 0.265
H -6.426 1.652 -6.705 0.373
H -7.608 -0.326 -5.503 0.362
H 0.314 2.771 0.392 0.373
H 2.797 -6.905 -7.157 0.301
H 5.600 5.270 7.399 0.387
H -1.288 -3.400 -1.614 0.369
H 4.358 -6.179 -7.540 0.289
H 0.387 -1.676 6.489 0.277
H -2.920 2.872 4.904 0.244
H 2.241 2.563 2.264 0.338
H -7.433 2.792 -5.717 0.334
H 3.394 2.798 0.980 0.374
H -1.461 -5.523 0.676 0.363
H 1.519 -1.654 -7.695 0.314
H -0.485 -1.171 7.966 0.278
H 0.046 -2.539 -7.498 0.287
H -0.674 -5.158 -1.597 0.371
H -2.067 -3.899 0.836 0.405
H -8.865 0.843 -5.003 0.370

73
Properties=species:S:1:pos:R:3:mulliken_charge:R:1 method="wB97M-V/def2-TZVPD" total_energy_ha=-4834.405360 spin_multiplicity=2 e_lumo_ev="2.18 / 2.17" largest_force_ha_per_bohr=0.1953 homo_lumo_gap_ev="2.945 / 8.046" charge=-1
Ca 0.120 -0.166 0.498 2.306
S 1.535 2.295 2.439 0.667
S -1.547 -2.389 -1.620 0.619
S 3.203 1.731 0.863 0.744
S -2.416 -2.500 0.517 0.478
F 0.125 1.740 2.970 -0.265
F -2.349 -1.637 1.853 -0.315
F -0.021 -2.030 -2.126 -0.262
F 2.983 1.756 -0.728 -0.237
O 2.380 1.862 3.565 -0.672
O -1.550 -3.892 -1.561 -0.687
O -0.383 1.454 -4.000 -0.407
O 3.737 -1.331 -1.837 -0.243
O -4.044 1.659 -0.004 -0.458
O 2.358 -2.258 3.477 -0.426
O -3.427 2.834 1.673 -0.405
O -3.823 -2.360 0.158 -0.753
O 2.809 -3.222 -1.207 -0.460
O 0.714 -1.873 2.021 0.085
O 4.245 0.734 1.119 -0.569
O -1.034 2.865 -2.605 -0.406
O 0.445 -1.960 4.345 -0.414
O -1.995 1.236 0.955 0.498
O 1.262 3.730 2.254 -0.592
O -1.858 -3.692 1.094 -0.698
O 3.687 3.108 0.921 -0.603
O -0.276 0.874 -1.711 -0.004
O 2.009 -1.200 -0.449 0.601
O -2.388 -1.722 -2.636 -0.692
N 1.585 1.326 1.305 0.153
N -1.423 -1.589 -0.129 -0.084
C 4.486 -1.972 -2.913 -0.785
C 3.436 -1.916 2.612 -0.350
C -0.152 0.045 -4.423 0.594
C -0.939 -1.877 4.433 -0.362
C 1.774 -3.994 -0.503 -0.267
C -3.978 0.742 -1.049 -0.182
C 2.748 -1.869 -1.164 -0.035
C -3.230 4.545 3.408 -1.446
C -2.498 3.469 2.581 0.211
C 1.102 -2.092 3.170 0.357
C 0.055 0.009 -5.978 -1.626
C -0.919 3.553 -1.378 -0.537
C -3.088 1.807 0.932 0.154
C -0.522 1.693 -2.685 0.449
H 4.909 -1.340 -3.694 0.264
H 5.205 -2.590 -2.376 0.308
H -3.945 4.141 4.125 0.319
H 0.770 -0.333 -3.982 -0.035
H -4.374 -0.230 -0.755 0.274
H 2.149 -4.960 -0.164 0.343
H -0.826 0.292 -6.555 0.367
H 3.871 -1.014 3.042 0.290
H -2.988 0.610 -1.485 -0.148
H -1.136 4.609 -1.538 0.315
H -1.753 3.179 -0.784 0.100
H 0.374 -0.975 -6.321 0.409
H 0.898 -4.243 -1.102 0.241
H -1.321 -1.622 5.421 0.336
H -2.483 5.106 3.969 0.400
H 0.827 0.714 -6.286 0.374
H -2.189 2.716 3.305 0.128
H -4.617 1.085 -1.863 0.318
H 3.251 -1.960 1.538 -0.020
H 3.850 -2.611 -3.526 0.309
H -1.026 -0.589 -4.270 0.162
H -1.444 -2.807 4.172 0.321
H -1.416 -1.130 3.799 -0.068
H 1.364 -3.377 0.296 -0.214
H -3.604 5.230 2.647 0.364
H 0.065 3.474 -0.915 0.256
H -1.556 3.778 2.126 0.253
H 4.209 -2.677 2.719 0.360

56
Properties=species:S:1:pos:R:3:mulliken_charge:R:1 method="wB97M-V/def2-TZVPD" smiles=ClCCCl.ClCCCl.ClCCCl.ClCCCl.ClCCCl.ClCCCl.ClCCCl total_energy_ha=-6992.951269 e_lumo_ev=0.16 e_above_lowest_kj_mol=31.5 largest_force_ha_per_bohr=0.0322 homo_lumo_gap_ev=10.616 charge=0
Cl 0.330 -2.009 4.209 -0.197
Cl 3.277 -3.267 5.818 -0.201
Cl 2.763 -0.807 -2.585 -0.215
Cl 2.278 0.481 1.162 -0.289
Cl -0.100 2.554 -0.052 -0.165
Cl -6.541 2.495 -2.024 -0.204
Cl -5.344 1.991 4.092 -0.190
Cl 2.512 -3.117 0.566 -0.165
Cl 2.709 3.446 -3.313 -0.200
Cl -3.942 0.212 -5.633 -0.161
Cl -3.205 -0.361 3.004 -0.187
Cl -3.486 3.447 -0.632 -0.183
Cl -1.699 0.516 -3.327 -0.153
Cl 5.264 -3.105 2.543 -0.158
C 0.539 0.131 0.985 0.102
C -2.443 -0.696 -5.620 -0.465
C -0.010 0.787 -0.219 0.002
C 4.108 -2.456 0.185 -0.280
C 5.215 -3.279 0.770 -0.569
C 3.232 0.935 -2.495 -0.455
C -2.010 -0.981 -4.235 -0.495
C 2.065 -1.603 4.025 0.197
C 2.864 -1.592 5.284 -0.483
C 2.465 1.694 -3.533 -0.111
C -4.941 1.719 -2.169 -0.419
C -4.167 1.819 -0.906 0.155
C -3.600 1.974 4.374 -0.544
C -2.796 1.356 3.242 -0.167
H 0.378 -0.951 0.952 0.276
H -1.023 0.447 -0.426 0.136
H -4.484 2.140 -3.058 0.257
H -3.274 1.195 -0.982 -0.286
H 4.193 -2.371 -0.894 0.347
H -2.752 -1.561 -3.695 0.343
H 4.297 0.983 -2.691 0.438
H -2.605 -1.619 -6.168 0.337
H -1.095 -1.572 -4.269 0.315
H 3.823 -1.135 5.061 0.301
H 2.841 1.435 -4.521 0.378
H -3.001 1.917 2.338 0.159
H -5.111 0.668 -2.417 0.270
H 2.320 -1.121 6.093 0.396
H -4.731 1.435 -0.060 0.400
H -3.289 3.010 4.522 0.329
H 2.455 -2.252 3.238 -0.040
H 6.213 -3.030 0.420 0.366
H -3.395 1.475 5.321 0.357
H -1.706 -0.098 -6.141 0.292
H -1.754 1.433 3.537 0.261
H 0.059 0.384 1.928 -0.041
H 0.576 0.565 -1.103 -0.057
H 3.020 1.255 -1.482 0.216
H 1.400 1.487 -3.524 -0.031
H 4.167 -1.439 0.565 0.139
H 5.052 -4.315 0.459 0.340
H 2.091 -0.648 3.483 0.003